No. 1
A molecular structure, C36H48BN10OS3Sc. Source: the Open Molecules 2025 dataset; level of theory: ωB97M-V/def2-TZVPD.

Geometry as XYZ:
```
100
C36H48BN10OS3Sc, DFT ωB97M-V/def2-TZVPD
Sc 0.062 -0.838 -0.836
C 3.315 3.546 -1.689
C 3.591 2.810 -0.373
C 3.803 1.312 -0.657
C 4.957 3.320 0.197
N 2.515 3.035 0.584
C 2.663 3.761 1.786
C 1.473 3.751 2.382
N 0.568 3.135 1.574
B -0.907 2.947 1.989
N -1.046 1.721 2.886
C -2.151 1.661 3.706
C -2.128 0.484 4.318
N -0.954 -0.165 3.971
C -0.332 0.569 2.988
S 1.115 0.195 2.190
C -0.467 -1.369 4.668
C -1.502 -1.769 5.748
C -0.225 -2.533 3.744
C 0.876 -0.997 5.339
N -1.922 2.842 0.794
C -2.372 4.034 0.233
C -3.237 3.685 -0.739
N -3.435 2.316 -0.652
C -2.569 1.784 0.251
S -2.384 0.131 0.674
C -4.284 1.632 -1.705
C -4.505 0.139 -1.581
C -3.620 1.829 -3.022
C -5.650 2.337 -1.675
C 1.197 2.726 0.449
S 0.443 1.988 -0.918
H 4.192 4.108 -1.985
H 2.484 4.242 -1.588
H 3.065 2.900 -2.542
H 4.752 1.057 -1.173
H 2.937 0.900 -1.190
H 3.940 0.824 0.295
H 5.652 3.120 -0.582
H 5.196 2.675 1.068
H 4.895 4.412 0.471
H 3.588 4.191 2.197
H 1.077 4.274 3.264
H -1.248 3.932 2.637
H -2.904 2.466 3.714
H -2.837 0.039 4.946
H -2.379 -2.182 5.339
H -1.678 -0.954 6.433
H -0.976 -2.487 6.313
H -0.884 -2.511 2.893
H -0.373 -3.527 4.229
H 0.727 -2.468 3.253
H 0.700 -0.308 6.161
H 1.607 -0.500 4.654
H 1.375 -1.871 5.783
H -1.991 4.938 0.546
H -3.793 4.253 -1.437
H -3.572 -0.385 -1.751
H -5.162 -0.119 -2.426
H -4.959 -0.121 -0.580
H -2.686 1.292 -2.992
H -3.413 2.853 -3.306
H -4.233 1.366 -3.803
H -6.056 2.293 -0.698
H -6.321 1.872 -2.381
H -5.569 3.399 -1.926
N -0.975 -4.523 1.072
C -2.276 -4.213 0.507
C -2.143 -3.071 -0.278
N -0.876 -2.608 -0.292
C -0.124 -3.513 0.542
C 1.188 -3.219 0.681
N 1.715 -2.124 -0.024
C 3.056 -2.196 0.252
C 3.371 -3.209 1.135
N 2.159 -3.911 1.460
H -0.733 -5.423 0.713
H -3.189 -4.760 0.643
H -2.868 -2.457 -0.826
H 3.733 -1.450 -0.152
H 4.329 -3.473 1.567
H 2.048 -4.921 1.374
C 0.757 -1.045 -2.995
C 1.667 -1.749 -3.887
C 2.516 -2.737 -3.409
C 3.411 -3.418 -4.181
C 3.557 -3.136 -5.571
C 2.822 -2.047 -6.052
C 1.862 -1.415 -5.245
H 2.507 -2.908 -2.334
H 3.958 -4.179 -3.627
H 4.289 -3.675 -6.166
H 3.004 -1.674 -7.079
H 1.253 -0.623 -5.671
C -1.376 -2.001 -4.082
C -0.589 -1.105 -3.181
O -1.411 -0.396 -2.370
H -2.294 -1.539 -4.449
H -1.614 -2.932 -3.607
H -0.783 -2.344 -4.927
```

Output
E_HOMO, eV: 1.14
Strongest force on any atom, Eh/bohr: 0.0559
Total charge: -2
Frontier orbital gap, eV: 3.1

No. 2
A molecular structure, C36H48CaN11O4S. Source: the Open Molecules 2025 dataset; level of theory: ωB97M-V/def2-TZVPD.

Geometry as XYZ:
```
101
C36H48CaN11O4S, DFT ωB97M-V/def2-TZVPD
Ca 0.478 0.199 0.332
C -0.307 4.197 4.542
N -0.157 3.930 3.116
C -0.168 5.035 2.177
C 0.164 2.690 2.641
N 0.473 2.396 1.429
N 0.178 1.694 3.638
C -0.129 0.346 3.477
N 0.071 -0.378 4.628
N -0.645 -0.112 2.399
H -1.109 3.602 4.983
H -0.567 5.241 4.675
H 0.618 4.026 5.103
H -0.635 5.893 2.649
H -0.760 4.782 1.297
H 0.837 5.323 1.855
H 0.451 3.212 0.831
H 0.294 2.000 4.584
H 0.778 -0.054 5.268
H 0.061 -1.379 4.510
H -0.742 -1.122 2.457
C -0.958 -8.325 -0.377
C -0.421 -6.921 -0.256
C -1.279 -5.823 -0.255
C -0.787 -4.532 -0.146
C 0.583 -4.335 -0.038
C 1.462 -5.411 -0.037
C 0.951 -6.695 -0.142
S 1.207 -2.700 0.129
O 2.617 -2.775 -0.200
O 0.882 -2.289 1.499
N 0.409 -1.711 -0.804
C 0.623 -1.753 -2.220
C 0.773 -2.893 -2.970
C 0.871 -2.859 -4.380
C 0.823 -1.682 -5.059
C 0.744 -0.473 -4.328
C 0.760 0.791 -4.964
C 0.785 1.931 -4.222
C 0.820 1.807 -2.822
N 0.768 0.667 -2.187
C 0.691 -0.498 -2.918
H -2.020 -8.327 -0.626
H -0.833 -8.872 0.560
H -0.426 -8.881 -1.152
H -2.350 -5.983 -0.346
H -1.456 -3.678 -0.165
H 2.528 -5.233 0.031
H 1.631 -7.541 -0.142
H 0.784 -3.858 -2.480
H 0.967 -3.793 -4.921
H 0.869 -1.651 -6.142
H 0.768 0.833 -6.048
H 0.796 2.911 -4.682
H 0.909 2.699 -2.206
C 4.544 -2.320 2.116
N 4.069 -0.929 2.152
C 3.281 -0.675 3.350
C 3.617 -0.302 1.016
O 2.485 0.247 1.020
N 4.452 -0.177 -0.035
C 3.919 0.216 -1.330
C 5.858 -0.557 -0.026
H 3.734 -2.987 2.421
H 5.383 -2.444 2.801
H 4.838 -2.624 1.123
H 3.864 -1.009 4.209
H 2.335 -1.220 3.321
H 3.079 0.389 3.450
H 3.053 0.849 -1.204
H 3.635 -0.657 -1.925
H 4.684 0.775 -1.865
H 6.253 -0.541 0.984
H 6.412 0.173 -0.615
H 6.023 -1.542 -0.468
C -5.439 3.442 0.160
N -4.568 2.276 0.031
N -3.288 2.391 -0.478
C -2.527 1.308 -0.063
O -1.357 1.127 -0.450
C -3.389 0.549 0.790
C -4.596 1.185 0.827
C -5.821 0.858 1.613
C -3.024 3.220 -1.602
C -3.970 3.351 -2.610
C -3.696 4.150 -3.711
C -2.470 4.795 -3.819
C -1.521 4.636 -2.817
C -1.797 3.856 -1.705
H -4.995 4.277 -0.370
H -5.561 3.723 1.206
H -6.415 3.239 -0.275
H -3.119 -0.364 1.290
H -5.670 -0.070 2.157
H -6.690 0.743 0.962
H -6.050 1.645 2.337
H -4.912 2.818 -2.543
H -4.439 4.255 -4.494
H -2.255 5.413 -4.683
H -0.559 5.132 -2.897
H -1.063 3.711 -0.922
```

Output
E_HOMO, eV: -9.69
Strongest force on any atom, Eh/bohr: 0.0391
Total charge: +1
Frontier orbital gap, eV: 8.0

No. 3
A molecular structure, C36H48CaN13O6PS2. Source: the Open Molecules 2025 dataset; level of theory: ωB97M-V/def2-TZVPD.

Geometry as XYZ:
```
107
C36H48CaN13O6PS2, DFT ωB97M-V/def2-TZVPD
Ca 0.269 -0.572 -0.128
C 1.753 -6.367 -0.083
N 1.056 -5.153 0.307
C 0.101 -5.061 1.281
C -0.291 -3.753 1.309
N 0.402 -3.049 0.375
C 1.211 -3.905 -0.220
P 2.365 -3.555 -1.573
C 3.281 -2.151 -0.876
N 2.819 -1.159 -0.133
C 3.888 -0.382 0.196
C 5.021 -0.909 -0.360
N 4.633 -2.034 -1.034
C 5.512 -2.879 -1.825
C 1.227 -2.701 -2.707
N 0.365 -1.761 -2.372
C -0.313 -1.430 -3.502
C 0.142 -2.183 -4.548
N 1.119 -2.992 -4.038
C 1.893 -3.945 -4.814
H 1.361 -7.191 0.508
H 2.821 -6.277 0.104
H 1.589 -6.583 -1.136
H -0.212 -5.919 1.852
H -1.032 -3.285 1.936
H 3.765 0.515 0.781
H 6.050 -0.588 -0.338
H 6.534 -2.732 -1.485
H 5.451 -2.623 -2.882
H 5.245 -3.924 -1.694
H -1.085 -0.677 -3.502
H -0.139 -2.220 -5.588
H 1.225 -4.561 -5.412
H 2.453 -4.587 -4.139
H 2.591 -3.427 -5.471
C 2.173 2.196 -3.464
C 0.665 2.380 -3.664
C 0.108 2.052 -2.292
O 0.939 0.971 -1.827
C 2.278 1.179 -2.324
H 2.621 3.140 -3.162
H 2.672 1.850 -4.369
H 0.277 1.661 -4.392
H 0.412 3.388 -3.987
H -0.921 1.694 -2.300
H 0.176 2.896 -1.606
H 2.646 0.202 -2.650
H 2.900 1.550 -1.512
O 3.191 6.358 -0.743
S 2.136 5.434 -1.047
O 1.712 5.344 -2.422
N 2.468 3.934 -0.461
C 1.623 3.583 0.479
S 1.635 2.119 1.317
C 0.572 4.611 0.785
C -0.471 4.549 1.692
C -1.327 5.638 1.789
C -1.147 6.767 0.993
C -0.106 6.830 0.076
C 0.732 5.736 -0.001
H -0.598 3.662 2.298
H -2.149 5.614 2.494
H -1.831 7.601 1.090
H 0.043 7.697 -0.554
C -4.666 -1.839 1.878
C -5.237 -2.202 0.512
C -4.570 -1.448 -0.661
C -5.219 -1.878 -1.987
C -4.605 -1.188 -3.199
C -4.835 0.033 -0.460
O -5.947 0.515 -0.481
N -3.730 0.818 -0.237
C -2.423 0.352 -0.146
O -1.521 1.164 0.128
N -2.122 -0.934 -0.361
C -3.084 -1.842 -0.680
O -2.809 -3.001 -0.949
H -5.140 -2.430 2.662
H -4.834 -0.785 2.116
H -3.591 -2.029 1.922
H -6.305 -1.984 0.477
H -5.104 -3.267 0.317
H -6.285 -1.656 -1.924
H -5.101 -2.958 -2.068
H -4.749 -0.105 -3.159
H -5.062 -1.544 -4.123
H -3.533 -1.392 -3.261
H -3.871 1.806 -0.081
C 0.533 3.281 4.967
C 0.444 2.151 5.984
C 1.813 1.544 6.272
C -0.580 1.097 5.546
N -0.173 0.338 4.367
C -0.502 0.487 3.080
N 0.076 -0.477 2.403
N 0.774 -1.212 3.294
N 0.635 -0.734 4.471
H 1.263 4.028 5.284
H -0.430 3.786 4.852
H 0.850 2.919 3.985
H 0.043 2.556 6.919
H 2.282 1.177 5.357
H 1.748 0.709 6.972
H 2.470 2.303 6.700
H -1.523 1.582 5.294
H -0.772 0.366 6.329
H -1.104 1.275 2.660
```

Output
E_HOMO, eV: -7.52
Strongest force on any atom, Eh/bohr: 0.0085
Frontier orbital gap, eV: 7.6

The lowest E_HOMO belongs to which entry?
C36H48CaN11O4S

What is the frontier orbital gap in the first record?
3.1 eV